1.
{"formula": "C4H6S", "method": "ωB97M-V/def2-TZVPD", "symbols": ["S", "C", "H", "C", "H", "C", "H", "C", "H", "H", "H"], "positions_angstrom": [[-2.096, -0.431, 2.458], [0.282, 0.167, -0.419], [0.422, -1.522, 0.629], [0.926, -0.907, 0.052], [1.837, -1.250, -0.397], [0.912, 1.241, -1.096], [-0.833, 0.197, -0.135], [1.320, 2.117, -1.797], [-1.464, 0.722, 2.958], [1.791, 2.956, -2.172], [-2.533, 0.370, 1.417]], "lowdin_charge": [0.43, -0.20, -0.02, 0.03, 0.07, -0.16, 0.09, 0.12, -0.17, 0.01, -0.20], "smiles": "C#CC=C.S", "charge": 0, "multiplicity": 1, "e_homo_ev": -9.2, "e_above_lowest_kcal_mol": 64.0, "lumo_energy_ev": 0.76}

=====

2.
{"formula": "C4H6N4", "method": "ωB97M-V/def2-TZVPD", "symbols": ["H", "C", "N", "H", "H", "C", "H", "N", "H", "H", "C", "C", "N", "N"], "positions_angstrom": [[1.806, -0.274, -1.691], [0.587, -0.881, 0.586], [-0.680, 0.372, 1.572], [0.739, -1.599, -2.121], [2.439, -1.540, 0.043], [0.091, -0.120, -0.411], [-1.360, 0.525, 2.354], [-1.764, 1.662, -0.174], [-1.962, 2.456, 0.478], [-1.622, 1.988, -1.151], [-0.853, 0.718, 0.234], [1.016, -0.921, -1.346], [1.454, -1.701, -0.206], [0.109, -0.686, 1.833]], "lowdin_charge": [0.10, -0.37, -0.03, 0.10, 0.12, -0.07, 0.17, 0.08, 0.11, 0.11, -0.29, -0.13, 0.04, 0.07], "charge": 0, "multiplicity": 1, "e_homo_ev": -7.8, "e_above_lowest_kcal_mol": 77.4, "lumo_energy_ev": 0.77}

=====

3.
{"formula": "C8F11NO4S3SbSe4W", "method": "ωB97M-V/def2-TZVPD", "symbols": ["Se", "Se", "S", "F", "C", "F", "O", "O", "C", "F", "C", "F", "C", "F", "Se", "N", "O", "F", "S", "F", "C", "Se", "C", "S", "F", "W", "F", "C", "F", "Sb", "O", "F", "C"], "positions_angstrom": [[0.309, 1.296, 0.742], [-3.666, 4.025, -0.025], [0.756, -1.702, 2.781], [1.296, 3.729, -5.151], [2.282, 1.087, -2.180], [3.812, 3.738, -4.118], [1.514, -0.955, 3.728], [-0.523, -1.094, 2.313], [0.692, 1.974, -3.692], [0.520, -3.055, 5.030], [3.228, 1.982, -2.654], [1.657, -5.800, 0.706], [2.054, -4.680, 1.382], [3.364, -4.504, 0.998], [-2.652, 3.717, -2.149], [1.629, -1.942, 1.458], [-0.246, -3.189, 0.554], [-0.099, -4.301, 3.393], [-0.349, 0.019, -2.172], [-0.535, 2.004, -4.224], [0.983, 1.058, -2.683], [-2.433, -0.873, -0.137], [2.902, 2.878, -3.655], [1.299, -3.195, 0.321], [4.464, 1.977, -2.149], [-0.144, -0.982, 0.149], [2.692, 0.246, -1.237], [-0.081, -3.075, 3.845], [-1.344, -2.694, 4.011], [-2.021, 1.900, -0.466], [1.103, -1.933, -0.875], [2.131, -5.045, 2.683], [1.623, 2.871, -4.180]], "lowdin_charge": [0.20, -0.17, 0.62, 0.12, -0.25, 0.12, -0.26, -0.57, -0.26, 0.14, -0.14, 0.04, -0.66, 0.02, -0.13, -0.40, -0.58, 0.16, 0.50, 0.05, -0.48, 0.18, -0.14, 0.90, 0.12, 0.74, 0.06, -0.65, 0.14, 0.36, -0.70, 0.07, -0.14], "charge": -1, "multiplicity": 1, "e_homo_ev": -5.5, "e_above_lowest_kcal_mol": 73.5, "lumo_energy_ev": 0.80}

=====

4.
{"formula": "C18H34Cl14MgO4", "method": "ωB97M-V/def2-TZVPD", "symbols": ["H", "C", "H", "H", "C", "Mg", "H", "H", "H", "C", "H", "Cl", "C", "C", "H", "H", "H", "Cl", "H", "H", "H", "H", "H", "C", "H", "Cl", "C", "H", "C", "O", "H", "H", "Cl", "Cl", "H", "Cl", "C", "C", "C", "H", "C", "H", "H", "C", "Cl", "C", "Cl", "H", "Cl", "H", "C", "Cl", "C", "H", "Cl", "Cl", "O", "Cl", "H", "H", "Cl", "H", "O", "C", "O", "H", "C", "H", "H", "H", "H"], "positions_angstrom": [[0.948, 4.769, 4.387], [1.327, 0.393, 0.224], [-3.496, -2.496, 4.190], [-1.027, 5.323, 0.588], [-1.015, -6.608, 4.566], [4.576, 1.332, -0.631], [-1.456, 7.155, -1.092], [-1.156, -7.526, 3.997], [-0.567, 0.500, 1.529], [-4.741, -1.979, -2.977], [0.274, 2.213, 4.790], [-6.729, -2.354, 2.466], [-1.412, 5.120, -0.411], [1.794, 1.137, -5.400], [3.887, -4.886, -4.525], [3.201, 5.362, -0.703], [-4.605, -1.283, -2.149], [3.056, -4.744, -1.804], [1.536, 0.361, -4.680], [-1.945, -5.298, 6.040], [-2.672, -2.178, -3.563], [3.273, -0.147, -6.428], [-0.828, -0.280, -0.014], [4.054, 6.014, -0.890], [-3.111, 6.543, -0.761], [-0.872, 2.496, 6.763], [-0.236, 3.087, 5.196], [-4.481, -2.150, 1.799], [-3.636, -1.928, -4.007], [2.099, -0.170, -0.615], [-3.838, -2.617, -4.827], [5.658, -4.945, -4.330], [-3.572, -0.374, -4.809], [2.190, 3.856, 6.080], [5.380, -4.797, -1.783], [-2.320, 5.905, -2.891], [4.700, -5.124, -3.840], [3.172, 0.858, -6.019], [-2.070, -6.298, 5.625], [4.741, -3.374, -2.544], [0.676, 4.337, 5.350], [-4.760, -3.708, 2.547], [0.318, 5.084, 6.058], [5.209, 5.333, -1.595], [4.382, 0.905, -4.728], [-0.078, -0.092, 0.755], [-5.000, -3.562, -2.289], [3.716, 6.939, -1.358], [-2.614, 3.765, -0.358], [4.461, 6.315, 0.076], [4.603, -4.452, -2.466], [-4.677, -0.452, 4.226], [-5.002, -2.648, 2.617], [-5.635, -1.665, -3.515], [-1.091, -5.324, 3.335], [1.622, 2.749, -4.598], [1.910, 1.394, 0.689], [4.585, -6.853, -3.678], [3.512, 1.522, -6.814], [-1.106, 3.274, 4.567], [-3.709, -6.556, 5.008], [-1.911, -6.949, 6.485], [5.442, 4.143, -1.315], [-4.526, -2.199, 3.991], [6.040, 6.011, -2.274], [0.184, -1.029, 1.247], [-2.134, 6.306, -1.183], [1.072, 1.115, -6.216], [-0.577, 4.708, -0.979], [-0.008, -6.651, 4.982], [-4.979, -2.625, 4.887]], "lowdin_charge": [0.07, -0.69, 0.06, 0.06, -0.65, 1.36, 0.06, 0.06, 0.07, -0.72, 0.06, 0.56, -0.60, -0.64, 0.06, 0.06, 0.07, 0.60, 0.07, 0.07, 0.07, 0.07, 0.07, -0.03, 0.06, 0.51, -0.65, 0.07, -0.70, -0.14, 0.06, 0.07, 0.58, 0.55, 0.07, 0.54, -0.70, -0.64, -0.69, 0.06, -0.66, 0.07, 0.06, -0.75, 0.51, 0.02, 0.58, 0.07, 0.49, 0.08, -0.73, 0.54, -0.68, 0.06, 0.52, 0.52, -0.11, 0.56, 0.07, 0.06, 0.55, 0.07, -0.11, -0.69, -0.01, 0.07, -0.67, 0.07, 0.05, 0.07, 0.07], "charge": 0, "multiplicity": 1, "e_homo_ev": -8.4, "e_above_lowest_kcal_mol": 182.8, "lumo_energy_ev": -4.23}